{
  "formula": "C33H23BrCoF4N2O4P",
  "method": "the ωB97M-V functional and the def2-TZVPD basis",
  "e_above_lowest_kj_mol": 111.3,
  "s2": 0.79,
  "orbital_gap_ev": [6.9, 6.8],
  "e_lumo_ha": [0.08543, 0.08505],
  "total_charge": -1,
  "spin_multiplicity": 2,
  "elements": ["Co", "N", "C", "C", "O", "N", "C", "C", "O", "O", "H", "H", "H", "H", "H", "H", "F", "C", "C", "F", "C", "F", "C", "P", "C", "C", "C", "C", "C", "C", "C", "C", "C", "C", "C", "C", "C", "Br", "C", "F", "H", "H", "H", "H", "H", "H", "H", "H", "H", "H", "O", "C", "C", "C", "C", "C", "C", "C", "C", "C", "C", "C", "H", "H", "H", "H", "H", "H", "H"],
  "coordinates": [[0.11, -0.15, -0.68], [-1.74, -1.65, -0.34], [-2.85, -0.79, -0.80], [-2.66, 0.68, -0.43], [-3.68, 1.35, -0.16], [-1.41, 1.09, -0.49], [-1.12, 2.49, -0.26], [0.37, 2.75, -0.03], [0.70, 3.88, 0.33], [1.17, 1.77, -0.25], [-1.73, -2.54, -0.82], [-1.84, -1.85, 0.65], [-3.83, -1.11, -0.43], [-2.86, -0.84, -1.89], [-1.69, 2.91, 0.57], [-1.41, 3.10, -1.13], [6.18, -0.22, 4.08], [4.97, -0.25, 3.50], [3.83, -0.27, 4.29], [3.93, -0.27, 5.62], [2.59, -0.30, 3.67], [1.54, -0.31, 4.49], [2.44, -0.30, 2.29], [0.71, -0.34, 1.62], [-0.12, 0.95, 2.59], [0.54, 2.05, 3.11], [-0.17, 3.08, 3.71], [-1.56, 3.01, 3.79], [-2.23, 1.92, 3.25], [-1.51, 0.90, 2.65], [0.18, -1.93, 2.37], [0.55, -3.06, 1.64], [0.19, -4.33, 2.06], [-0.58, -4.48, 3.21], [-0.97, -3.36, 3.93], [-0.59, -2.09, 3.51], [3.60, -0.29, 1.52], [3.63, -0.40, -0.35], [4.85, -0.26, 2.13], [5.98, -0.26, 1.41], [1.61, 2.14, 3.01], [0.35, 3.95, 4.08], [-2.11, 3.82, 4.23], [-3.31, 1.88, 3.26], [-2.06, 0.08, 2.19], [1.12, -2.94, 0.72], [0.49, -5.20, 1.49], [-0.88, -5.47, 3.54], [-1.57, -3.47, 4.82], [-0.88, -1.22, 4.09], [1.05, -1.57, -1.84], [0.36, -0.70, -2.39], [-1.28, 2.71, -5.86], [-1.05, 2.75, -4.46], [-0.58, 1.66, -3.80], [-0.31, 0.45, -4.51], [0.20, -0.72, -3.88], [0.47, -1.85, -4.59], [0.25, -1.89, -5.99], [-0.23, -0.78, -6.62], [-0.52, 0.41, -5.91], [-1.02, 1.57, -6.57], [-1.66, 3.59, -6.37], [-1.26, 3.66, -3.91], [-0.42, 1.68, -2.73], [0.86, -2.72, -4.07], [0.46, -2.79, -6.55], [-0.41, -0.80, -7.69], [-1.18, 1.53, -7.64]],
  "lowdin_charge": [0.3037, 0.0118, -0.1693, -0.5941, -0.0401, -0.0375, -0.1400, -0.6904, -0.0216, -0.1591, 0.0846, 0.0614, 0.1036, 0.1138, 0.1108, 0.1161, 0.1202, -0.1353, -0.1347, 0.1183, -0.2215, 0.0981, -0.2557, 1.1349, -0.3460, -0.0827, -0.0673, -0.0814, -0.0723, -0.1110, -0.3497, -0.1029, -0.0866, -0.0974, -0.0820, -0.0873, -0.5683, 0.9232, -0.2701, 0.0661, 0.1179, 0.1048, 0.0977, 0.1074, 0.1032, 0.1011, 0.0998, 0.0961, 0.1000, 0.1010, -0.0921, -0.2789, -0.0862, -0.0603, 0.0063, -0.1016, -0.1268, -0.0222, -0.0758, -0.0398, -0.1676, -0.0521, 0.0970, 0.1052, 0.0852, 0.1126, 0.0959, 0.1060, 0.1037]
}

***

{
  "formula": "C42H78BrN4O15",
  "method": "the ωB97M-V functional and the def2-TZVPD basis",
  "orbital_gap_ev": 7.1,
  "e_lumo_ha": -0.14843,
  "total_charge": 1,
  "elements": ["C", "C", "O", "O", "C", "C", "C", "C", "C", "C", "C", "C", "C", "C", "N", "C", "O", "C", "O", "C", "C", "C", "O", "N", "C", "N", "C", "C", "C", "C", "C", "C", "O", "C", "C", "O", "N", "Br", "H", "H", "H", "H", "H", "H", "H", "H", "H", "H", "H", "H", "H", "H", "H", "H", "H", "H", "H", "H", "H", "H", "H", "H", "H", "H", "H", "H", "H", "H", "H", "H", "H", "H", "H", "H", "H", "H", "H", "H", "H", "H", "H", "H", "H", "H", "O", "C", "O", "C", "C", "C", "H", "H", "H", "H", "H", "H", "H", "H", "O", "C", "O", "C", "C", "C", "H", "H", "H", "H", "H", "H", "H", "H", "O", "C", "O", "C", "C", "C", "H", "H", "H", "H", "H", "H", "H", "H", "O", "C", "O", "C", "C", "C", "H", "H", "H", "H", "H", "H", "H", "H"],
  "coordinates": [[4.24, -0.20, 1.11], [3.10, -1.02, 0.58], [2.17, -1.38, 1.26], [3.19, -1.42, -0.72], [3.27, -0.37, -1.69], [2.04, -0.38, -2.60], [0.72, -0.65, -1.87], [-0.02, -1.86, -2.42], [-0.79, -1.64, -3.73], [-1.71, -0.43, -3.71], [-2.86, -0.63, -2.71], [-4.16, 0.01, -3.15], [-5.35, -0.18, -2.21], [-5.77, -1.62, -1.86], [-5.38, -2.60, -2.88], [-6.07, -2.66, -3.89], [-6.72, -2.70, -4.85], [-5.32, -2.11, -0.50], [-3.95, -2.22, -0.42], [-3.46, -2.83, 0.78], [-2.26, -3.69, 0.49], [-1.78, -4.39, 1.77], [-2.61, -4.60, -0.54], [-5.80, -1.09, 0.48], [-5.16, 0.09, 0.27], [-4.55, 0.70, 1.25], [-3.78, 1.94, 1.16], [-2.27, 1.67, 1.28], [-1.52, 2.86, 1.91], [-0.71, 3.66, 0.87], [-1.56, 4.23, -0.26], [-2.63, 5.24, 0.19], [-2.34, 6.60, -0.16], [-2.88, 7.02, -1.35], [-2.25, 6.49, -2.61], [-3.80, 7.77, -1.36], [-5.11, 0.68, -0.99], [-6.43, 2.06, -0.91], [3.91, 0.80, 1.38], [5.00, -0.09, 0.34], [4.68, -0.70, 1.96], [3.39, 0.60, -1.21], [4.16, -0.54, -2.29], [2.00, 0.61, -3.07], [2.19, -1.08, -3.42], [0.93, -0.85, -0.82], [0.10, 0.25, -1.89], [0.74, -2.63, -2.62], [-0.67, -2.30, -1.66], [-1.40, -2.54, -3.89], [-0.11, -1.59, -4.58], [-2.09, -0.31, -4.72], [-1.15, 0.48, -3.48], [-2.98, -1.70, -2.57], [-2.56, -0.24, -1.73], [-4.45, -0.35, -4.14], [-3.99, 1.09, -3.26], [-6.20, 0.25, -2.73], [-6.86, -1.62, -1.80], [-5.82, -3.06, -0.29], [-4.24, -3.41, 1.29], [-3.12, -2.04, 1.45], [-1.44, -3.05, 0.13], [-1.40, -5.38, 1.52], [-2.60, -4.49, 2.48], [-0.96, -3.84, 2.23], [-1.82, -4.81, -1.05], [-5.66, -1.41, 1.43], [-4.60, 0.29, 2.17], [-4.09, 2.58, 1.98], [-4.01, 2.47, 0.24], [-2.11, 0.76, 1.85], [-1.89, 1.52, 0.27], [-2.21, 3.54, 2.40], [-0.84, 2.49, 2.67], [0.03, 2.98, 0.44], [-0.21, 4.48, 1.38], [-0.89, 4.77, -0.93], [-2.02, 3.45, -0.87], [-3.60, 4.99, -0.26], [-2.78, 5.23, 1.27], [-1.19, 6.31, -2.48], [-2.73, 5.55, -2.87], [-2.44, 7.21, -3.40], [-2.01, -6.07, 4.28], [-2.94, -6.60, 4.82], [-3.66, -7.50, 4.12], [-4.66, -8.33, 4.72], [-6.01, -7.65, 4.77], [-3.37, -6.22, 6.22], [-4.34, -8.68, 5.71], [-4.71, -9.21, 4.08], [-6.00, -6.77, 5.40], [-6.76, -8.34, 5.17], [-6.32, -7.35, 3.77], [-4.06, -5.38, 6.15], [-2.49, -5.91, 6.77], [-3.85, -7.03, 6.77], [0.34, 0.36, -6.12], [0.02, 1.26, -6.86], [-1.28, 1.39, -7.18], [-1.79, 2.52, -7.90], [-1.69, 2.33, -9.40], [1.04, 2.17, -7.49], [-1.31, 3.44, -7.57], [-2.84, 2.58, -7.61], [-0.65, 2.25, -9.73], [-2.15, 3.17, -9.92], [-2.20, 1.42, -9.70], [1.39, 1.71, -8.42], [1.89, 2.26, -6.81], [0.68, 3.17, -7.71], [6.97, 0.28, 2.99], [7.02, -0.26, 4.06], [5.88, -0.76, 4.58], [5.85, -1.58, 5.75], [5.78, -0.76, 7.02], [8.29, -0.31, 4.87], [6.70, -2.27, 5.75], [4.95, -2.19, 5.64], [6.67, -0.14, 7.15], [5.69, -1.42, 7.89], [4.92, -0.10, 6.99], [8.36, 0.60, 5.48], [9.13, -0.33, 4.18], [8.37, -1.17, 5.53], [10.50, 5.51, 4.20], [10.22, 4.93, 3.19], [8.96, 5.02, 2.72], [8.57, 4.52, 1.44], [8.19, 3.06, 1.50], [11.22, 4.03, 2.48], [9.34, 4.72, 0.70], [7.71, 5.12, 1.16], [9.03, 2.43, 1.79], [7.82, 2.72, 0.53], [7.40, 2.90, 2.24], [11.15, 3.04, 2.91], [12.21, 4.43, 2.66], [11.07, 3.97, 1.41]],
  "lowdin_charge": [0.0184, -0.5283, 0.1062, -0.0301, -0.1730, -0.1479, -0.1810, -0.1885, -0.1939, -0.1999, -0.1974, -0.1419, -0.2935, -0.1988, 0.1835, -0.2863, 0.2210, -0.2916, -0.0676, -0.1403, -0.4073, -0.0218, -0.0136, 0.1833, -0.4328, 0.1299, -0.1643, -0.1516, -0.1873, -0.1887, -0.1677, -0.1664, -0.0276, -0.5257, 0.0178, 0.1475, -0.3153, 0.9034, 0.0970, 0.0850, 0.0766, 0.1210, 0.1265, 0.1129, 0.1149, 0.0876, 0.0907, 0.1188, 0.0809, 0.1140, 0.0958, 0.1072, 0.1004, 0.0956, 0.1070, 0.1222, 0.1259, 0.1009, 0.1597, 0.1754, 0.1380, 0.1305, 0.1277, 0.0911, 0.0608, 0.0895, 0.1004, 0.1445, 0.1734, 0.1326, 0.0639, 0.1113, 0.1017, 0.0958, 0.1145, 0.1136, 0.1233, 0.1049, 0.1037, 0.1224, 0.1203, 0.0804, 0.0926, 0.0914, 0.0944, -0.5199, 0.0015, -0.2318, -0.0645, 0.0152, 0.1136, 0.1248, 0.0662, 0.0839, 0.0815, 0.0930, 0.0918, 0.0724, 0.1008, -0.5160, -0.0063, -0.2362, -0.0600, 0.0182, 0.1106, 0.1212, 0.0700, 0.0844, 0.0855, 0.0992, 0.0905, 0.0721, 0.0930, -0.5175, -0.0066, -0.2315, -0.0617, 0.0199, 0.1129, 0.1237, 0.0696, 0.0835, 0.0835, 0.0993, 0.0910, 0.0728, 0.1086, -0.5284, -0.0036, -0.2387, -0.0685, 0.0119, 0.1103, 0.1207, 0.0674, 0.0822, 0.0730, 0.0917, 0.0907, 0.0695]
}

***

{
  "formula": "C6H9N",
  "method": "the ωB97M-V functional and the def2-TZVPD basis",
  "e_above_lowest_kj_mol": 124.6,
  "orbital_gap_ev": 9.5,
  "e_lumo_ha": 0.03578,
  "smiles": "CC1=CCC(C)=N1",
  "total_charge": 0,
  "elements": ["C", "C", "C", "C", "C", "C", "N", "H", "H", "H", "H", "H", "H", "H", "H", "H"],
  "coordinates": [[-2.57, -0.45, 0.18], [-1.15, 0.00, 0.14], [-0.68, 1.27, 0.13], [0.75, 1.16, -0.19], [0.99, -0.29, -0.04], [2.35, -0.89, -0.01], [-0.12, -0.96, -0.01], [-2.68, -1.39, 0.74], [-3.20, 0.33, 0.64], [-2.93, -0.61, -0.84], [-1.22, 2.18, 0.37], [1.45, 1.96, 0.07], [2.30, -1.93, -0.32], [3.10, -0.35, -0.60], [2.69, -0.84, 1.03], [0.92, 0.81, -1.28]],
  "lowdin_charge": [-0.0482, -0.3537, -0.0496, -0.1251, -0.4017, -0.0314, 0.1310, 0.0739, 0.0751, 0.0808, 0.1036, 0.1235, 0.0779, 0.0841, 0.0872, 0.1726]
}

***

{
  "formula": "C10H9N3O",
  "method": "the ωB97M-V functional and the def2-TZVPD basis",
  "e_above_lowest_kj_mol": 234.5,
  "orbital_gap_ev": 8.8,
  "e_lumo_ha": -0.00209,
  "smiles": "CN1N=N[C@H]2C(=O)c3ccccc3[C@H]21",
  "total_charge": 0,
  "elements": ["C", "C", "C", "C", "C", "C", "C", "C", "C", "C", "N", "N", "N", "O", "H", "H", "H", "H", "H", "H", "H", "H", "H"],
  "coordinates": [[-1.37, 2.69, -0.93], [-2.27, 1.62, -0.65], [-0.03, 2.60, -0.50], [-1.74, 0.36, -0.25], [0.42, 1.41, 0.02], [-0.46, 0.32, 0.18], [1.81, 1.09, 0.51], [0.24, -0.88, 0.81], [1.63, -0.30, 1.29], [-0.06, -2.94, -0.72], [2.66, -1.25, 0.79], [2.12, -2.01, -0.01], [0.78, -1.86, -0.13], [2.78, 1.75, 0.55], [-1.78, 3.67, -1.13], [-3.40, 1.78, -0.86], [0.70, 3.30, -0.65], [-2.49, -0.34, 0.02], [-0.37, -1.43, 1.61], [1.57, -0.15, 2.34], [-0.80, -2.53, -1.46], [0.74, -3.62, -1.03], [-0.67, -3.30, 0.19]],
  "lowdin_charge": [-0.0531, -0.0504, 0.0052, -0.0408, -0.0965, -0.1385, -0.2827, -0.1717, -0.1401, -0.0267, 0.0464, 0.0033, -0.1878, 0.1512, 0.0954, 0.1373, 0.0896, 0.1019, 0.1666, 0.1272, 0.0879, 0.0795, 0.0967]
}

***

{
  "formula": "H16NaO8",
  "method": "the ωB97M-V functional and the def2-TZVPD basis",
  "e_above_lowest_kj_mol": 8.0,
  "orbital_gap_ev": 10.9,
  "e_lumo_ha": -0.11345,
  "total_charge": 1,
  "elements": ["Na", "O", "H", "H", "O", "H", "H", "O", "H", "H", "O", "H", "H", "O", "H", "H", "O", "H", "H", "O", "H", "H", "O", "H", "H"],
  "coordinates": [[-1.10, 5.35, -2.91], [-0.92, 5.31, -6.24], [-0.88, 6.20, -6.61], [-1.65, 5.32, -5.59], [-0.15, 4.71, -0.52], [0.27, 3.84, -0.58], [-0.49, 4.76, 0.39], [-1.44, 3.24, -4.08], [-1.84, 2.44, -3.71], [-0.68, 2.94, -4.58], [-2.90, 7.08, -1.86], [-2.91, 7.78, -1.20], [-3.59, 7.32, -2.49], [0.57, 7.26, -3.55], [1.38, 7.62, -3.18], [0.13, 8.02, -3.95], [1.32, 4.53, -3.78], [1.70, 3.96, -4.46], [1.55, 5.42, -4.06], [-3.01, 4.09, -1.79], [-3.53, 4.80, -1.37], [-3.59, 3.32, -1.81], [-3.33, 5.64, -4.61], [-3.74, 6.29, -5.19], [-4.06, 5.14, -4.22]],
  "lowdin_charge": [0.4244, -0.0558, 0.0433, -0.0158, -0.0334, 0.0613, 0.0584, -0.0445, 0.0649, 0.0615, -0.0317, 0.0711, 0.0512, -0.0298, 0.0788, 0.0708, -0.0422, 0.0622, 0.0242, -0.0446, 0.0470, 0.0670, -0.0356, 0.0789, 0.0682]
}

***

{
  "formula": "C7H8O",
  "method": "the ωB97M-V functional and the def2-TZVPD basis",
  "e_above_lowest_kj_mol": 405.2,
  "orbital_gap_ev": 9.3,
  "e_lumo_ha": 0.03988,
  "smiles": "c1coc(C2CC2)c1",
  "total_charge": 0,
  "elements": ["C", "C", "C", "C", "C", "C", "C", "H", "H", "H", "H", "H", "H", "H", "H", "O"],
  "coordinates": [[1.73, 0.48, -0.56], [1.97, -0.45, 0.73], [0.89, -0.80, -0.25], [-0.40, -0.39, -0.04], [-0.84, 0.90, 0.09], [-2.31, 0.74, 0.12], [-2.56, -0.59, -0.06], [2.57, 0.46, -1.46], [1.31, 1.49, -0.47], [3.14, -0.91, 0.72], [1.58, 0.26, 1.60], [1.15, -1.84, -0.85], [-0.23, 1.64, 0.45], [-3.10, 1.41, 0.06], [-3.50, -1.08, -0.06], [-1.40, -1.32, -0.03]],
  "lowdin_charge": [-0.1329, -0.1108, -0.2872, -0.3414, 0.0035, -0.0320, -0.1103, 0.1383, 0.0665, 0.1594, 0.1312, 0.2068, 0.0719, 0.0720, 0.1060, 0.0590]
}

***

Results for calculated total energy: -6379.49711; -5568.52733; -288.73459; -625.88270; -773.69655; -346.62118 (in Ha, following the order of the records).
Results for F_max: 0.016; 0.016; 0.030; 0.077; 0.012; 0.125 (in Eh/bohr, following the order of the records).